# C5H10BrNO2

A cluster of 2 separate species, C5H10BrNO2 in total (ωB97M-V with the def2-TZVPD basis set, the OMol25 dataset).

## Properties
Orbital gap (alpha / beta) = 8.57 / 8.57 eV
HOMO (alpha / beta) = -8.84 / -8.84 eV
2S+1 = 1
Relative energy (zero: lowest compared OMol25 entry of this formula, charge and spin) = 439.6 kJ/mol
Total energy = -80969.118 eV

Geometry as XYZ:
```
19
Properties=species:S:1:pos:R:3:forces:R:3
C -0.1179 -1.0897 1.6441 -0.393 -0.005 0.774
C -1.6601 0.3694 0.2641 3.040 0.135 1.274
C 0.7968 -0.8107 -1.6639 0.852 -1.187 3.899
C -0.3494 0.2322 1.0832 0.004 -1.448 -5.081
C 1.0897 0.3275 -0.6554 -2.225 -0.247 1.251
N 0.6121 1.6446 -0.9594 0.077 1.398 0.550
O -0.2588 1.7044 -1.8246 0.296 0.026 -0.067
O 0.9731 2.6262 -0.2729 -0.409 -1.333 -1.053
Br 2.6942 0.3266 0.2361 1.444 -0.108 0.429
H -0.3050 -1.9387 1.0163 -0.037 -0.215 -0.774
H -0.9255 -1.1116 2.3621 -0.316 -0.429 0.831
H 0.7922 -1.2241 2.1807 0.799 0.034 0.306
H -2.2274 -0.3972 0.7408 -1.436 -0.214 -0.373
H -1.9259 1.3964 0.4334 -1.037 0.181 -0.346
H -1.3482 0.1956 -0.7760 -1.110 -0.017 0.290
H 1.5716 -1.6416 -1.2867 -2.082 1.477 -1.188
H -0.2770 -1.1087 -1.4750 1.250 -0.110 -0.547
H 0.9597 -0.5712 -2.6761 0.195 0.443 -1.143
H -0.0943 1.0706 1.6292 1.087 1.618 0.968
```
Positions in Å, forces in eV/Å.